Here is a molecular structure, C19H40OP2Zr from the Open Molecules 2025 dataset. Energies are from ωB97M-V/def2-TZVPD.

Properties
LUMO, eV: -7.855
Total energy, eV: -42235.8258
Total charge: +2
Kohn-Sham gap, eV: 5.2
Relative energy (zero: lowest compared OMol25 entry of this formula, charge and spin), kcal/mol: 26.57
Highest occupied orbital energy, eV: -13.07

```
63
Properties=species:S:1:pos:R:3:lowdin_charge:R:1
P 0.40 0.67 -2.30 0.8899
P -1.36 1.63 1.32 0.8587
C -1.15 0.30 -1.30 -0.3730
C -2.03 1.21 -0.33 -0.3215
H -1.14 -0.76 -0.88 -0.0119
H -1.83 0.08 -2.14 0.0889
H -2.34 2.15 -0.83 0.1053
H -2.97 0.66 -0.11 0.1021
C -1.28 0.21 2.51 -0.2702
H -1.28 0.77 3.46 0.0760
H -0.32 -0.41 2.54 0.0234
H -2.18 -0.41 2.53 0.0573
C -2.47 2.80 2.07 -0.2371
H -3.24 2.26 2.62 0.0566
H -2.95 3.44 1.33 0.0645
H -1.92 3.42 2.78 0.0618
C 1.84 -0.39 -2.70 -0.1646
H 2.64 0.23 -3.11 0.0927
H 1.64 -1.15 -3.47 0.0719
H 2.25 -0.89 -1.81 0.0454
C -0.39 0.95 -3.88 -0.1622
H -1.41 1.35 -3.73 0.0799
H -0.47 -0.01 -4.43 0.0867
H 0.21 1.67 -4.47 0.0891
Zr 0.32 -0.87 0.44 1.5588
C -1.48 -2.18 0.63 -0.3722
C -0.45 -2.72 1.50 -0.2894
C 0.32 -4.02 1.18 -0.1827
C 0.58 -4.16 -0.33 -0.1402
C 0.76 -2.77 -0.93 -0.2227
C -0.12 -2.39 -1.93 -0.1364
C -1.56 -2.77 -1.95 -0.1593
C -2.17 -2.91 -0.52 -0.1626
C 1.30 2.00 -1.55 -0.2026
H -2.26 -1.63 1.15 0.0771
H -0.57 -2.60 2.60 0.1186
H -0.28 -4.87 1.53 0.1277
H 1.28 -4.05 1.73 0.1239
H 1.44 -4.81 -0.53 0.1473
H -0.29 -4.66 -0.78 0.1184
H 1.77 -2.39 -0.80 0.1043
H 0.15 -2.05 -2.93 0.1052
H -1.83 -3.70 -2.50 0.1591
H -2.09 -1.96 -2.48 0.1123
H -3.20 -2.51 -0.54 0.1285
H -2.25 -3.97 -0.24 0.1238
H 0.69 2.90 -1.66 0.0823
H 2.33 2.19 -1.90 0.0968
H 1.38 1.76 -0.47 0.0108
C 1.79 2.25 3.24 -0.0199
C 1.83 2.05 1.72 -0.6879
C 1.05 3.27 1.20 -0.1193
C 3.23 2.24 1.15 -0.0283
O 1.32 0.78 1.30 -0.4665
H 2.04 3.30 3.48 0.1033
H 2.52 1.61 3.75 0.0977
H 0.78 2.07 3.64 0.0769
H 1.53 4.18 1.58 0.1064
H 1.12 3.34 0.12 0.0354
H -0.02 3.30 1.47 0.0056
H 3.95 1.45 1.38 0.0974
H 3.21 2.32 0.07 0.0567
H 3.65 3.18 1.51 0.1061
```